No. 1
# C53H51F7NO

A 8-piece molecular cluster, C53H51F7NO overall (ωB97M-V with the def2-TZVPD basis set, the OMol25 dataset).

Computed properties:
Charge   +1
Highest occupied orbital energy   -10.37 eV
Kohn-Sham gap   7.58 eV
Total energy   -78341.5425 eV

```
113
Properties=species:S:1:pos:R:3:mulliken_charge:R:1
F -0.2860 3.9638 -2.5087 -0.3185
F -7.6519 -0.1932 2.2807 -0.3071
F 3.3948 -3.4760 0.2254 -0.3405
F -4.8529 2.1152 -1.1770 -0.3444
F 4.7875 -7.3519 -0.8070 -0.3050
F -1.5989 -1.2465 3.0233 -0.2622
F 1.4220 2.8553 4.2417 -0.3429
O 4.3115 3.0167 -6.2188 -0.5106
N 2.0241 3.0014 -4.5558 0.0237
C 2.5045 -9.4638 1.0321 -0.3569
C 1.6727 -7.2077 1.0159 -0.4714
C 4.2655 0.0793 -2.6063 -0.2518
C -7.7235 -3.0707 4.4616 -0.3139
C 4.1524 1.9150 -5.3498 0.3384
C 6.6810 -3.9794 1.6500 -0.4219
C 5.3189 -2.7494 3.2020 -0.3893
C -0.4724 7.9746 -1.6451 -0.5494
C 5.0627 1.9468 -4.0934 -1.5212
C -4.0502 0.1745 5.2634 -0.3774
C -2.6504 0.9848 -3.8007 -0.2888
C 2.9705 0.4986 -0.5944 -0.4989
C 2.7730 -6.8051 0.2732 -0.3043
C -0.3515 5.2946 -2.2220 0.4101
C -3.0585 0.0867 4.2971 0.1680
C 2.6719 1.7525 -5.0817 -1.1602
C -2.8603 -0.3859 -3.7394 -0.6266
C 0.4413 2.7126 3.3324 0.0155
C -7.2383 -1.9924 3.7366 -0.1801
C -8.1210 -1.2447 2.9844 0.2846
C 0.3814 7.1489 -0.9261 -0.5258
C 3.6046 -9.0712 0.2828 -0.4173
C 4.4292 -3.4322 1.0999 0.3516
C -0.8093 3.2291 3.6071 -0.1974
C 3.5762 -0.3835 -1.4887 -0.7006
C 0.4435 5.7920 -1.2111 -0.2063
C 3.7181 -7.7451 -0.0814 0.2429
C 4.3764 1.4472 -2.8485 0.2352
C 4.2576 -2.7901 2.3095 -0.4867
C -4.0036 -2.2145 5.5395 -0.4970
C 3.0887 1.8517 -0.8165 -0.3489
C -9.4683 -1.5401 2.9298 -0.4763
C -1.8139 3.0877 2.6594 -0.8516
C -0.3017 1.9024 1.2186 -0.2337
C -2.5609 -1.1572 3.9664 0.2113
C 1.5382 -8.5359 1.3976 -0.4698
C -4.4233 -0.0671 -1.9366 -0.5381
C -1.2660 7.4462 -2.6545 -0.4721
C 2.8583 4.2526 -4.5925 -0.1851
C 0.7162 2.0526 2.1507 -0.3001
C 3.9883 4.2642 -5.6405 -0.7695
C -1.2065 6.0920 -2.9526 -0.4705
C 3.7856 2.3168 -1.9297 -0.4286
C -9.0741 -3.3897 4.4200 -0.5763
C 6.5307 -3.3409 2.8731 -0.5074
C 5.6230 -4.0319 0.7542 -0.2524
C -9.9432 -2.6251 3.6529 -0.3545
C -3.3253 1.8368 -2.9377 -0.3492
C -4.5224 -0.9732 5.8845 -0.6733
C -3.0156 -2.3126 4.5698 -0.4859
C -3.7479 -0.9087 -2.8079 -0.3386
C -4.2013 1.2934 -2.0185 0.2784
C -1.5618 2.4254 1.4663 -0.7227
H 3.4821 -1.4396 -1.2828 0.5460
H -1.8150 5.6595 -3.7366 0.4343
H 7.3562 -3.3060 3.5711 0.3927
H -2.6021 -3.2696 4.2801 0.4477
H -1.9601 1.3953 -4.5270 0.4139
H 4.4211 1.0392 -5.9313 0.5771
H 3.8681 3.3877 -2.0647 0.6004
H 5.1972 -2.2558 4.1566 0.3776
H 7.6240 -4.4410 1.3909 0.3752
H 4.8762 4.6472 -5.1332 0.3419
H -2.6728 0.9673 3.8027 0.2796
H 5.7172 -4.5348 -0.1998 0.4439
H 5.9249 1.3185 -4.2981 0.4864
H -5.1151 -0.4543 -1.2003 0.5174
H -0.9872 3.7309 4.5488 0.4782
H -2.3369 -1.0472 -4.4172 0.3977
H -3.9170 -1.9757 -2.7604 0.3877
H -2.3501 2.3095 0.7334 0.6521
H -9.4500 -4.2327 4.9841 0.3779
H 1.1253 3.1514 -5.0072 0.4658
H 0.9988 7.5596 -0.1392 0.4093
H 5.4611 2.9422 -3.9109 0.3732
H -10.9952 -2.8736 3.6167 0.3651
H 1.7031 1.6532 1.9572 0.4996
H -2.7983 3.4921 2.8551 0.4234
H 3.3057 -2.3315 2.5456 0.5044
H -4.4577 1.1410 5.5280 0.3893
H 2.6453 2.5611 -0.1339 0.3218
H -0.5223 9.0303 -1.4168 0.3940
H 2.4032 -10.4981 1.3316 0.3651
H -10.1295 -0.9279 2.3311 0.4240
H 3.7779 4.9608 -6.4424 0.3988
H -0.1090 1.3732 0.2935 0.5657
H 4.6948 -0.6453 -3.2846 0.4534
H 2.9009 -5.7752 -0.0297 0.5183
H 1.7943 2.8254 -3.5721 0.1551
H 2.4211 0.1044 0.2445 0.4979
H 4.3651 -9.7796 -0.0174 0.4190
H 3.2231 4.4530 -3.5970 0.0010
H 2.2008 1.5323 -6.0359 0.5054
H -6.1879 -1.7327 3.7508 0.4252
H 1.0918 5.1269 -0.6541 0.4838
H -1.9357 8.0879 -3.2101 0.3987
H -5.2977 -0.9021 6.6357 0.3883
H -3.1818 2.9089 -2.9734 0.4801
H 0.9205 -6.4827 1.2968 0.3818
H -7.0439 -3.6623 5.0609 0.3414
H -4.3705 -3.1091 6.0249 0.4186
H 2.1778 5.0688 -4.8165 0.5682
H 2.4304 0.9168 -4.4369 0.4827
H 0.6812 -8.8475 1.9795 0.3731
```

=====

No. 2
# C53H53AsBCdF6N9OS2

C53H53AsBCdF6N9OS2 as an isolated structure (ωB97M-V with the def2-TZVPD basis set, the OMol25 dataset).

Computed properties:
Spin multiplicity   2
Charge   +1
Highest occupied orbital energy (alpha / beta)   -10.18 / -10.18 eV
Energy above the lowest of the compared OMol25 structures with the same formula, charge and spin   35.49 kJ/mol
Expectation value of S²   0.7560
Kohn-Sham gap (alpha / beta)   7.46 / 4.43 eV
Total energy   -175335.9997 eV

```
127
Properties=species:S:1:pos:R:3:mulliken_spin:R:1
Cd 0.5960 1.2899 0.6448 0.0215
As -3.0697 0.8634 1.6559 0.0002
S -0.7156 -0.0416 -2.3077 -0.0014
S 0.3933 -2.0570 0.0332 0.6608
F -2.3338 -0.3039 2.7361 0.0009
F -1.7827 0.3162 0.4757 0.0022
F -4.0885 -0.3631 1.0107 -0.0001
F -4.1927 1.3318 2.8477 0.0000
F -1.9044 2.0463 2.1900 -0.0002
F -3.6224 2.0010 0.4914 -0.0001
O -3.5405 -3.5794 2.4965 0.0052
N -1.3843 -3.5868 -1.0527 0.0586
N 2.7716 2.1363 1.4470 0.0012
N 0.2346 0.9771 -1.5277 -0.0130
N 0.4782 3.4703 0.7344 0.0000
N -1.8877 -2.8689 1.1232 0.0154
N 0.5854 1.7017 3.5081 0.0250
N 0.8608 0.6612 2.7071 0.0028
N 2.5439 2.8990 2.5344 0.0001
N 0.2938 3.8241 2.0256 0.0012
C 1.5841 4.2453 -3.3487 -0.0002
C 2.7034 -3.0853 1.7068 0.0469
C -1.2503 -0.1786 -5.0211 0.0018
C -0.1370 4.3915 -0.0225 -0.0001
C 4.5135 -0.0297 -1.8332 -0.0024
C -0.7826 5.3109 0.8128 0.0000
C -1.0872 -2.9025 0.0393 -0.0477
C 4.6884 1.4005 0.1078 -0.0005
C -5.0273 1.4234 -2.5679 -0.0001
C -3.9899 2.2901 -2.8849 0.0003
C -2.6760 1.8601 -2.8174 -0.0005
C 1.2203 0.8585 -5.7592 -0.0005
C 0.6260 4.7912 -4.1923 0.0001
C -0.6012 5.1805 -3.6747 0.0000
C 0.0861 4.4820 -1.4681 -0.0002
C -1.4230 -5.4975 -3.3247 0.0004
C -2.6707 -3.8915 1.7356 0.0039
C 4.7181 2.9385 2.1902 0.0001
C -1.6089 -7.9791 1.1539 -0.0005
C 3.8189 4.2781 4.2079 0.0000
C 0.3008 0.4947 -6.7299 0.0014
C 2.1645 -4.2430 2.2409 0.0053
C 0.6269 -0.4599 3.3939 -0.0252
C -0.3232 0.1987 -4.0570 0.0056
C 1.0645 -4.1693 3.0973 0.0496
C -2.3149 -5.6132 -2.0873 0.0036
C -4.7550 0.1236 -2.1719 0.0000
C -2.6187 -4.2517 -1.4653 0.0018
C -0.6179 -7.0085 1.1264 0.0017
C -3.4408 -0.3107 -2.0924 0.0016
C 1.0640 -1.7641 2.9189 0.1157
C -0.9336 -0.0257 -6.3601 -0.0006
C -2.9349 -7.6154 1.3503 0.0005
C 3.7093 3.4008 3.0075 0.0001
C 3.9153 0.6593 -0.7911 -0.0060
C 5.8901 0.0047 -2.0011 0.0003
C 0.1443 1.2610 4.7043 -0.0107
C -0.2916 2.1534 5.8117 0.0018
C 1.3180 4.0815 -1.9990 0.0000
C 6.6681 0.7352 -1.1141 0.0000
C -0.8642 5.0409 -2.3207 -0.0001
C -0.9490 -5.6707 1.2715 -0.0010
C 0.1459 -0.1211 4.6670 0.0235
C 2.1616 -1.8506 2.0361 0.0262
C -0.4743 4.9236 2.1040 -0.0002
C -0.9062 5.5551 3.3803 0.0001
C 6.0735 1.4254 -0.0716 0.0000
C 0.9147 0.7015 -4.4146 -0.0001
C -2.4171 0.5630 -2.4164 -0.0044
C 0.5142 -2.9466 3.4299 -0.0327
C -3.2690 -6.2838 1.5262 -0.0009
C 4.0814 2.1402 1.2177 0.0000
C -2.2798 -5.3044 1.4653 -0.0056
B 1.1196 3.1165 3.1235 -0.0002
H 3.9028 -0.5995 -2.5234 0.0004
H -0.3427 -2.8935 4.0900 0.0013
H 7.7428 0.7703 -1.2339 0.0000
H -3.2674 -6.0670 -2.3626 -0.0005
H -3.1074 -3.6213 -2.2157 0.0013
H 0.1666 1.9057 -1.9402 0.0022
H -1.8667 2.5271 -3.0817 0.0003
H 2.1786 1.2717 -6.0446 0.0000
H -1.8420 -6.2556 -1.3425 -0.0004
H -1.7905 -4.7191 -3.9975 0.0001
H -0.1695 -4.9209 1.2667 0.0092
H 2.0706 3.6712 -1.3350 0.0002
H -1.2759 6.5584 3.1823 0.0000
H 5.7661 3.1587 2.2908 0.0001
H -1.6511 -0.3034 -7.1202 0.0000
H -0.3879 -5.2724 -3.0594 0.0000
H 4.8631 4.5406 4.3601 0.0000
H -5.5596 -0.5479 -1.9049 0.0000
H -0.1564 -0.7928 5.4517 -0.0005
H 1.6233 0.9796 -3.6457 0.0009
H 0.5335 0.6239 -7.7783 0.0000
H -1.3627 6.1701 0.5228 0.0000
H 0.8367 4.9244 -5.2452 0.0000
H 0.6443 -5.0755 3.5143 0.0018
H -2.2191 -0.5620 -4.7289 -0.0001
H -6.0518 1.7649 -2.6258 0.0000
H -1.7073 4.9742 3.8412 0.0000
H -0.4487 1.5714 6.7163 -0.0001
H 2.6093 -0.9382 1.6573 0.0537
H -1.3546 5.6013 -4.3282 0.0000
H 6.3571 -0.5305 -2.8172 0.0000
H 3.4528 3.7702 5.1008 0.0000
H 0.4185 -7.2933 0.9978 0.0002
H 0.4473 2.9271 6.0157 -0.0003
H -0.0834 5.6168 4.0912 0.0000
H -3.7050 -8.3740 1.3830 0.0000
H 2.8384 0.6276 -0.6746 0.0051
H -1.3410 -9.0205 1.0354 0.0000
H -3.2857 -4.3516 -0.6158 -0.0008
H 3.2413 5.1941 4.0811 0.0000
H -1.4152 -6.4356 -3.8759 0.0001
H -0.6679 -3.5460 -1.7660 -0.0096
H -4.2082 3.3089 -3.1771 0.0001
H -4.2921 -5.9824 1.7106 0.0001
H 6.6914 1.9895 0.6125 0.0000
H -1.2295 2.6453 5.5479 -0.0006
H -1.8144 5.3655 -1.9135 0.0000
H -3.2089 -1.3179 -1.7691 -0.0038
H 2.5542 3.9592 -3.7365 0.0000
H -1.8806 -2.0033 1.6652 0.0063
H 2.6010 -5.2042 2.0036 0.0002
H 1.1729 3.8026 4.0889 0.0006
H 3.5536 -3.1360 1.0393 0.0001
```

=====

No. 3
# C53H53BrClF3GeNNiO3Sb

C53H53BrClF3GeNNiO3Sb as an isolated structure (ωB97M-V with the def2-TZVPD basis set, the OMol25 dataset).

Computed properties:
Spin multiplicity   3
Charge   -2
Highest occupied orbital energy (alpha / beta)   -1.37 / -1.01 eV
Expectation value of S²   2.0119
Kohn-Sham gap (alpha / beta)   5.45 / 5.10 eV
Total energy   -258268.6796 eV

```
118
Properties=species:S:1:pos:R:3:mulliken_spin:R:1
Sb -1.1681 -0.0513 -3.1723 0.0061
Br -1.9481 2.5458 -0.3843 -0.0018
Ge 2.7380 1.5565 1.2899 -0.0719
Ni 0.5258 1.1600 -1.5290 1.0868
Cl -0.4735 5.6189 -4.4214 -0.0004
F -4.4651 0.4289 -8.5561 0.0000
F 2.3190 -5.1275 -4.4553 0.0001
F -5.7026 -3.5357 -0.5305 0.0000
O 0.7350 1.9006 -4.9313 -0.0015
O -0.6433 -0.2578 -0.3658 -0.0750
O 0.3498 3.0610 -3.0386 -0.0123
N 2.4490 0.7818 -2.9153 0.0390
C -0.0282 -2.4225 -4.9794 -0.0023
C -4.7663 1.3967 4.2168 0.0004
C -4.7149 -2.8008 -1.1103 -0.0005
C -2.8701 -2.6561 -2.6108 0.0012
C 3.2912 -0.3378 1.2532 0.0105
C 1.5715 -4.0138 -4.2279 -0.0006
C 3.4264 -0.9862 0.0198 -0.0089
C 5.6994 1.8625 1.0986 -0.0071
C -3.3192 -0.1366 5.5224 0.0004
C 3.6251 -1.0494 2.4077 -0.0025
C 0.5310 1.1712 4.8712 0.0074
C -1.9425 -0.5557 3.0219 0.0219
C 0.0502 -2.7298 0.5362 -0.0073
C 1.4645 2.0020 -0.0233 1.0299
C 4.0792 -2.3648 2.3397 -0.0005
C -3.6686 -0.1506 -5.0701 0.0022
C 0.0428 -1.7481 -3.7612 0.0098
C 3.9065 -2.2900 -0.0560 0.0035
C 4.2294 -2.9843 1.1045 0.0006
C 1.6717 -3.3850 -3.0049 0.0010
C -4.5729 -1.4776 -0.7526 0.0037
C -2.5287 1.5728 2.1798 -0.0138
C 0.2202 -2.5968 2.9869 -0.0012
C -3.3080 1.0261 4.5299 -0.0015
C -2.5760 0.6620 3.2366 -0.0062
C 0.7440 -3.5573 -5.2292 -0.0004
C -2.2869 0.0629 -5.0486 0.0087
C 2.7996 2.5764 4.1117 0.0129
C 0.3660 2.9148 -4.2690 -0.0190
C 4.4719 2.5243 1.1884 -0.0015
C -2.3941 0.5408 -7.4360 0.0004
C 2.1495 1.7858 3.1640 -0.0818
C 5.6718 4.6340 1.0018 0.0050
C 4.4845 3.9222 1.1312 -0.0048
C 1.1967 1.9605 5.8048 0.0010
C -3.5504 -0.7423 -1.3460 -0.0001
C 6.8933 2.5679 0.9602 0.0009
C -2.6343 2.2301 5.2043 0.0000
C -2.6851 -1.3131 -2.2829 0.0076
C -1.2852 -0.9202 1.8431 -0.0315
C -0.1372 4.0297 -5.1938 0.0052
C -3.8833 -3.4139 -2.0228 0.0007
C 2.3272 2.6707 5.4209 0.0019
C -1.9095 -3.3462 1.8955 0.0006
C -1.8838 1.2550 1.0080 0.0946
C -3.7522 0.3129 -7.4016 0.0004
C 0.9141 -2.2387 -2.7849 0.0224
C -4.4135 -0.0236 -6.2432 0.0001
C 0.9962 1.0966 3.5635 0.1099
C -1.6684 0.4242 -6.2518 -0.0018
C -0.7320 -2.3646 1.7994 0.0122
C 6.8822 3.9559 0.9142 0.0024
C -1.2175 0.0069 0.7503 -0.1061
H 0.8297 2.0276 6.8235 -0.0003
H 2.3245 -3.7907 -2.2420 -0.0002
H -3.1767 2.5221 6.1123 0.0001
H 3.5205 -0.5734 3.3784 0.0009
H -2.2110 -3.1400 -3.3253 -0.0006
H -3.4172 0.2918 -1.0484 -0.0054
H -2.3065 -0.4118 5.8312 -0.0001
H 4.0185 -2.7727 -1.0208 0.0001
H 5.7262 0.7780 1.1357 0.0027
H -5.2705 0.5701 3.7079 -0.0001
H -3.7960 -1.0228 5.0937 -0.0001
H 4.3152 -2.9052 3.2506 -0.0002
H 1.0500 -1.8844 2.9582 0.0022
H 3.1243 -0.4598 -0.8804 0.0259
H -2.6053 3.0893 4.5297 0.0001
H -4.1886 -0.4289 -4.1601 0.0006
H 7.8087 4.5062 0.8006 0.0003
H -4.0240 -4.4620 -2.2618 -0.0001
H -0.6089 0.6580 -6.2547 0.0004
H -1.0642 3.6888 -5.6487 -0.0004
H 5.6522 5.7169 0.9539 0.0004
H -3.8768 0.1524 6.4189 0.0000
H -5.4841 -0.1871 -6.2595 0.0002
H 0.4393 -3.7491 0.6599 0.0006
H -0.5827 -2.6972 -0.3480 0.0003
H -4.8251 2.2731 3.5669 -0.0001
H 0.9863 -1.7241 -1.8298 -0.0246
H 1.1400 3.0389 0.1590 -0.0986
H 3.1506 1.4427 -2.6081 0.0011
H 2.8978 -0.0915 -3.1704 -0.0061
H -5.3127 1.6236 5.1406 0.0000
H -0.3567 0.6163 5.1572 0.0052
H 1.9858 1.1472 -3.7509 -0.0005
H 3.5437 4.4644 1.1699 -0.0016
H -1.9849 -1.2981 3.8113 -0.0002
H 0.5934 4.1915 -5.9781 0.0000
H -1.5422 -4.3803 1.9123 -0.0002
H -0.6989 -2.0735 -5.7575 0.0000
H 2.8459 3.2939 6.1419 -0.0001
H -1.9181 0.8209 -8.3685 0.0001
H 4.5854 -4.0063 1.0461 0.0001
H -0.2791 -2.5009 3.9550 0.0001
H -2.5672 -3.2297 1.0298 -0.0002
H -2.5044 -3.1773 2.7977 0.0002
H 0.6972 -4.0846 -6.1744 0.0000
H 7.8326 2.0313 0.8844 0.0002
H 0.4428 0.5042 2.8377 0.0434
H -1.6027 1.9951 5.4749 -0.0003
H -5.2286 -1.0409 -0.0087 0.0001
H 0.8887 -2.0545 0.3717 -0.0015
H 3.6968 3.1198 3.8302 0.0033
H 0.6426 -3.6064 2.9271 0.0001
H -2.9987 2.5479 2.2576 0.0035
```